Here is a structure of composition C28H43Cl2N2PTi at a distorted geometry from OMol25. Energies are from ωB97M-V/def2-TZVPD.

Each line ends with the Löwdin charge.
Positions of all 77 atoms, in Å:
P: -0.14570 0.93669 -2.69016  1.017
C: -1.77346 0.32593 -3.29601  -0.464
C: -2.29177 1.09729 -4.50943  -0.214
C: -3.73655 0.67013 -4.83467  -0.196
C: -3.89738 -0.85608 -4.95089  -0.206
C: -3.25594 -1.66684 -3.81390  -0.194
C: -1.82473 -1.19401 -3.49326  -0.206
C: 1.21206 0.18343 -3.64474  -0.478
C: 1.12690 0.51754 -5.12449  -0.217
C: 2.45643 0.13751 -5.80892  -0.197
C: 2.88627 -1.30528 -5.51653  -0.204
C: 2.76132 -1.74187 -4.05046  -0.194
C: 1.42297 -1.32270 -3.43164  -0.211
C: -0.07609 2.78043 -2.78655  -0.462
C: -1.20894 3.38458 -1.93574  -0.228
C: -1.16236 4.92598 -1.88652  -0.197
C: 0.20443 5.47788 -1.48478  -0.214
C: 1.36591 4.82631 -2.23522  -0.198
C: 1.28645 3.28650 -2.28336  -0.223
H: -2.42898 0.56094 -2.43445  0.071
H: -1.65369 0.91418 -5.38757  0.104
H: -2.26838 2.18318 -4.33707  0.094
H: -4.05871 1.13201 -5.77518  0.104
H: -4.40393 1.03438 -4.03352  0.114
H: -4.95756 -1.12187 -5.00867  0.103
H: -3.43610 -1.18330 -5.89569  0.111
H: -3.86089 -1.57934 -2.89374  0.115
H: -3.21409 -2.72903 -4.08473  0.107
H: -1.44542 -1.70820 -2.59761  0.099
H: -1.17280 -1.48295 -4.33184  0.097
H: 2.10251 0.69171 -3.24206  0.095
H: 3.23837 0.82062 -5.44475  0.111
H: 0.91342 1.58169 -5.29826  0.105
H: 0.31188 -0.04292 -5.60564  0.105
H: 2.37810 0.28030 -6.89276  0.105
H: 3.91991 -1.46357 -5.83705  0.103
H: 2.26806 -1.98017 -6.12218  0.110
H: 2.87509 -2.82818 -3.95554  0.109
H: 3.55895 -1.28162 -3.44851  0.113
H: 1.37110 -1.57220 -2.36521  0.074
H: 0.61510 -1.89161 -3.90691  0.094
H: -0.21264 3.07865 -3.84689  0.109
H: -2.19004 3.06853 -2.31457  0.100
H: -1.14395 2.97312 -0.91859  0.067
H: -1.41935 5.30331 -2.88821  0.112
H: -1.94097 5.28682 -1.20531  0.107
H: 0.34383 5.33001 -0.40754  0.109
H: 0.21971 6.55592 -1.65715  0.103
H: 2.32189 5.13327 -1.79971  0.106
H: 1.35867 5.19381 -3.27273  0.112
H: 2.09438 2.90813 -2.92258  0.103
H: 1.47624 2.86236 -1.28754  0.068
Ti: 0.07733 -0.27978 0.84128  0.297
Cl: 2.02209 0.35113 -0.15486  0.078
Cl: -1.90611 0.57767 0.28382  0.096
C: -0.32564 -2.01907 0.09939  -0.255
H: -1.38330 -2.18070 -0.14172  0.016
C: 0.42838 -3.22122 -0.07078  -0.347
C: 1.86010 -3.22724 -0.05312  -0.075
C: 2.56136 -4.43656 -0.11377  -0.103
C: 1.89498 -5.65901 -0.21270  -0.110
C: 0.48888 -5.66101 -0.32101  -0.106
C: -0.22273 -4.47702 -0.28336  -0.062
H: 2.39453 -2.28460 0.01026  0.044
H: 3.65908 -4.43138 -0.09764  0.102
H: -0.04776 -6.61566 -0.45419  0.104
H: -1.31060 -4.47329 -0.39346  0.107
H: 2.44415 -6.61062 -0.20678  0.098
N: 0.63184 -1.33095 3.61606  0.040
C: 1.12817 -0.94364 4.80368  -0.054
C: 1.29627 0.42864 4.75758  -0.049
C: 0.89866 0.84783 3.49041  -0.071
N: 0.47641 -0.26118 2.79173  -0.143
H: 0.45478 -2.28123 3.30363  0.174
H: 1.36306 -1.63469 5.59127  0.127
H: 1.70713 1.04972 5.53642  0.107
H: 0.89472 1.84816 3.06097  0.131

Values from the calculation:
Energy above the lowest of the compared OMol25 structures with the same formula, charge and spin: 22.5 kcal per mole
HOMO-LUMO gap (spin up / spin down): 6.2 / 6.1 eV
Molar mass: 557.4 g/mol
LUMO (spin up / spin down): -0.011 / -0.010 Eh
E_HOMO (spin up / spin down): -6.44 / -6.43 eV
Max |F|: 4.46 eV Å⁻¹